Entry 1:
This record from the Open Molecules 2025 dataset describes a cluster of 2 separate species, CH5P in total. The level of theory is ωB97M-V/def2-TZVPD.

XYZ file:
```
7
Properties=species:S:1:pos:R:3:lowdin_charge:R:1
C 1.089 0.019 0.270 -0.0397
P -1.481 0.401 0.306 0.6263
H 1.384 -0.385 1.143 -0.0571
H 1.540 0.919 -0.027 -0.0282
H 0.742 -0.637 -0.459 -0.0743
H -1.609 -0.931 -0.146 -0.2148
H -1.665 0.613 -1.087 -0.2121
```

Properties
Gap between HOMO and LUMO in eV: 8.630
Largest force on an atom in eV/Å: 4.74
Net charge: 0



Entry 2:
This record from the Open Molecules 2025 dataset describes an isolated molecule of CH5PS. The level of theory is ωB97M-V/def2-TZVPD.

XYZ file:
```
8
Properties=species:S:1:pos:R:3:lowdin_charge:R:1
C -1.331 -0.478 0.071 -0.2402
P 2.641 0.123 0.218 0.2561
S 0.583 -0.375 -0.628 0.3676
H -2.005 -1.193 -0.349 0.0230
H -1.714 0.444 -0.208 -0.0126
H -1.249 -0.607 1.116 0.0100
H 2.441 1.201 1.064 -0.3180
H 0.634 0.884 -1.284 -0.0859
```

Properties
Gap between HOMO and LUMO in eV: 6.844
Largest force on an atom in eV/Å: 2.34
Net charge: 0



no.,HOMO (eV)
1,-8.7
2,-7.2